DFT (the ωB97M-V functional and the def2-TZVPD basis) results for a single C3H3I2N molecule in a non-equilibrium geometry.

Summary:
- Orbital gap (spin up / spin down): 6.14 / 7.89 eV
- Spin multiplicity: 1
- ΔE to the lowest compared entry with this formula, charge and spin: 4.424 eV
- LUMO energy (spin up / spin down): -1.61 / -0.48 eV
- Total charge: 0

```
9
Properties=species:S:1:pos:R:3:mulliken_charge:R:1
C 0.735 -1.089 1.326 0.660
C -1.661 0.731 -1.414 -0.795
C 1.457 -0.044 1.284 -0.736
N -0.089 -1.884 0.930 -0.642
I -2.015 -0.924 -0.324 0.314
I 2.560 0.470 -0.402 0.112
H -1.555 1.742 -1.112 0.380
H -1.227 0.598 -2.455 0.293
H 1.796 0.401 2.168 0.414
```

---

DFT (the ωB97M-V functional and the def2-TZVPD basis) results for a single C18H20ClN3O6S molecule in a non-equilibrium geometry.

Summary:
- Orbital gap: 8.11 eV
- Spin multiplicity: 1
- Structure (SMILES): CCOCCCNS(=O)(=O)c1ccc(NC(=O)c2ccc([N+](=O)[O-])cc2Cl)cc1
- ΔE to the lowest compared entry with this formula, charge and spin: 0.005 eV
- LUMO energy: -1.13 eV
- Total charge: 0

```
49
Properties=species:S:1:pos:R:3:mulliken_charge:R:1
C 1.404 -3.290 3.230 -1.217
C 2.425 -2.957 2.154 -0.308
O 1.731 -2.428 1.037 -0.146
C 2.530 -2.147 -0.092 -0.551
C 2.847 -3.375 -0.957 -0.823
H 3.333 -4.141 -0.352 0.245
C 1.597 -3.966 -1.603 -0.306
N 0.678 -4.500 -0.613 -0.262
S -0.942 -4.259 -0.911 1.295
O -1.213 -4.668 -2.256 -0.700
O -1.648 -4.876 0.172 -0.717
C -1.131 -2.481 -0.785 -0.136
C -1.109 -1.692 -1.918 -0.586
C -1.156 -0.313 -1.801 -0.550
C -1.232 0.266 -0.536 0.789
C -1.274 -0.545 0.600 -0.875
C -1.216 -1.918 0.474 -0.593
H -1.250 -2.565 1.335 0.471
H -1.349 -0.093 1.579 0.345
N -1.278 1.651 -0.342 -0.097
C -1.216 2.644 -1.274 0.336
O -1.075 2.489 -2.463 -0.585
C -1.311 4.011 -0.648 0.115
C -0.399 4.393 0.332 -0.386
C -0.426 5.666 0.866 -0.615
C -1.385 6.562 0.412 -0.004
C -2.307 6.209 -0.562 -0.494
C -2.264 4.930 -1.096 0.314
Cl -3.413 4.472 -2.288 -0.198
H -3.041 6.927 -0.893 0.565
N -1.427 7.900 0.969 0.982
O -0.618 8.168 1.829 -0.601
O -2.266 8.658 0.541 -0.604
H 0.278 5.979 1.622 0.481
H 0.352 3.690 0.661 0.514
H -1.405 1.936 0.620 0.257
H -1.135 0.313 -2.677 0.550
H -1.075 -2.167 -2.885 0.550
H 0.873 -4.151 0.315 0.210
H 1.871 -4.785 -2.276 0.358
H 1.095 -3.196 -2.201 0.190
H 3.541 -3.070 -1.741 0.465
H 1.949 -1.428 -0.679 0.232
H 3.467 -1.667 0.225 0.434
H 3.147 -2.211 2.522 0.413
H 2.984 -3.861 1.875 0.256
H 1.908 -3.673 4.112 0.433
H 0.845 -2.397 3.498 0.255
H 0.706 -4.040 2.866 0.298
```

---

DFT (the ωB97M-V functional and the def2-TZVPD basis) results for a molecular structure, C5H8N2.

Summary:
- Orbital gap (spin up / spin down): 7.73 / 7.74 eV
- Spin multiplicity: 1
- ΔE to the lowest compared entry with this formula, charge and spin: 4.266 eV
- LUMO energy (spin up / spin down): -0.46 / -0.70 eV
- Total charge: 0

```
15
Properties=species:S:1:pos:R:3:mulliken_charge:R:1
C -0.689 -0.944 2.410 -0.996
C 0.792 1.131 0.511 -0.251
C -0.401 0.863 -0.158 -0.383
C 0.183 0.326 -1.318 0.848
N -0.356 0.247 -2.568 -0.465
C 1.559 -0.023 -0.993 -0.620
N 1.801 0.274 0.273 -0.382
H -0.811 0.059 2.830 0.254
H -1.481 -1.124 1.679 0.238
H -0.739 -1.687 3.208 0.313
H -1.349 1.376 -0.090 0.353
H 0.234 0.453 -3.360 0.227
H -1.317 0.535 -2.677 0.230
H 2.293 -0.473 -1.656 0.410
H 0.279 -1.014 1.908 0.224
```

---

DFT (the ωB97M-V functional and the def2-TZVPD basis) results for a molecular structure, C35H37NO2P2Zn in a non-equilibrium geometry.

Summary:
- Orbital gap (spin up / spin down): 4.71 / 5.37 eV
- Spin multiplicity: 1
- ΔE to the lowest compared entry with this formula, charge and spin: 0.000 eV
- LUMO energy (spin up / spin down): -0.84 / -0.24 eV
- Total charge: 0

```
78
Properties=species:S:1:pos:R:3:mulliken_charge:R:1
Zn -1.071 -0.681 1.039 0.642
C -2.517 -2.106 -1.019 -0.521
C -1.965 -1.550 -2.097 -0.801
C -2.582 -0.414 -2.835 -0.931
C -3.354 0.624 -1.970 -1.526
C -2.802 0.937 -0.645 0.751
C -3.092 0.224 0.518 -0.597
C -4.192 -0.801 0.466 -1.300
C -3.940 -1.856 -0.640 -1.133
C 2.519 1.242 1.737 -1.717
H -2.101 -3.009 -0.574 1.179
H -1.120 -2.026 -2.590 0.968
H -3.305 -0.809 -3.572 0.571
H -1.830 0.136 -3.422 0.187
H -3.389 1.553 -2.561 0.570
H -4.399 0.317 -1.876 0.274
H -2.248 1.860 -0.604 0.565
H -2.880 0.696 1.486 0.281
H -5.177 -0.330 0.291 0.371
H -4.217 -1.309 1.443 0.334
H -4.438 -2.771 -0.294 0.462
H -4.557 -1.575 -1.501 0.333
H 2.407 0.181 2.002 0.523
H 2.960 1.795 2.563 0.468
H 3.004 1.338 0.787 0.523
P 1.140 -1.104 -1.232 0.755
P 0.917 1.950 1.487 2.097
C 0.355 0.424 -1.039 -0.455
C 0.063 1.348 0.005 -1.232
C 2.139 -1.234 -2.721 -0.017
C 1.635 -0.904 -4.009 -0.182
C 2.471 -1.058 -5.124 -0.662
C 3.811 -1.452 -4.935 -0.374
C 4.338 -1.745 -3.655 -0.614
C 3.502 -1.607 -2.545 -0.386
C 0.453 -2.746 -0.598 1.184
C -0.267 -2.946 0.648 -1.211
C -0.228 -4.233 1.207 -1.577
C -0.040 -5.352 0.397 -0.475
C 0.383 -5.195 -0.921 -0.709
C 0.647 -3.908 -1.404 -0.208
C 1.162 3.725 1.271 0.044
C 2.066 4.061 0.244 -0.431
C 2.495 5.381 0.160 -0.667
C 1.972 6.305 1.080 -0.427
C 1.059 5.970 2.088 -0.716
C 0.639 4.643 2.190 -0.282
C -0.045 1.604 2.997 0.220
C 0.405 0.877 4.115 -0.489
C -0.509 0.539 5.114 -0.714
C -1.865 0.851 4.974 -0.703
C -2.316 1.491 3.812 -0.344
C -1.406 1.892 2.846 -1.107
H -0.114 0.786 -1.956 0.434
H -0.574 2.223 -0.295 0.625
H 0.605 -0.567 -4.118 0.233
H 2.090 -0.873 -6.144 0.375
H 4.477 -1.541 -5.803 0.335
H 5.389 -2.073 -3.527 0.416
H 3.847 -1.805 -1.524 0.359
H -1.251 -2.497 1.003 1.268
H -0.477 -4.344 2.251 0.467
H -0.219 -6.368 0.767 0.379
H 0.576 -6.049 -1.574 0.401
H 0.987 -3.768 -2.442 0.388
H 2.425 3.263 -0.420 0.313
H 3.210 5.645 -0.627 0.393
H 2.258 7.342 0.967 0.365
H 0.660 6.703 2.793 0.399
H -0.051 4.277 2.953 0.340
H 1.466 0.610 4.165 0.369
H -0.167 0.051 6.031 0.421
H -2.559 0.664 5.780 0.436
H -3.377 1.696 3.670 0.455
H -1.732 2.370 1.919 0.886
O 4.835 -1.864 0.550 -0.491
N 4.103 -1.418 1.445 0.014
O 2.903 -1.707 1.550 -0.374
```

---

DFT (the ωB97M-V functional and the def2-TZVPD basis) results for a molecular structure, C28H51F5GaN4O4SSbTe.

Summary:
- Orbital gap: 7.14 eV
- Spin multiplicity: 1
- ΔE to the lowest compared entry with this formula, charge and spin: 0.175 eV
- LUMO energy: -5.68 eV
- Total charge: +2

```
96
Properties=species:S:1:pos:R:3:mulliken_charge:R:1
Ga -0.441 -0.229 0.919 1.670
C -0.092 7.440 1.143 -0.933
O 0.030 6.167 0.506 -0.450
C -0.112 5.061 1.247 0.720
C -0.279 5.073 2.645 -1.094
C -0.422 3.874 3.292 -1.542
C -0.402 2.632 2.624 1.233
C -0.588 1.420 3.375 0.990
C -0.767 1.447 4.865 -2.003
O -0.633 0.289 2.843 -0.459
C -0.219 2.634 1.208 0.077
O -0.146 1.552 0.462 -0.044
C -0.080 3.860 0.554 0.246
H 0.007 8.175 0.351 0.280
H 0.699 7.588 1.880 0.358
H -1.069 7.545 1.617 0.384
H -0.311 5.996 3.202 0.483
H -0.563 3.889 4.364 0.469
H 0.064 1.954 5.355 0.516
H -0.832 0.425 5.226 0.321
H -1.682 1.981 5.127 0.444
H 0.018 3.870 -0.524 0.557
F 2.897 -1.186 -1.932 -0.603
Te 1.444 -2.179 -1.163 2.003
F 0.395 -1.702 1.530 -0.788
F 0.234 -3.503 -0.672 -0.389
F 2.504 -3.659 -1.656 -0.391
F 2.478 -2.198 0.362 -0.358
O 0.432 -0.700 -0.869 -0.630
C -3.941 0.215 3.032 -1.307
C -4.493 -0.249 1.688 0.358
C -5.598 -1.289 1.845 -1.502
Sb -2.933 -0.919 0.360 -0.895
C -2.884 -3.063 0.216 1.112
C -4.134 -3.715 -0.360 -1.404
C -2.486 -3.629 1.579 -1.412
C -3.563 -0.147 -1.542 0.330
C -2.695 -0.743 -2.645 -1.124
C -5.054 -0.347 -1.791 -1.353
H -4.765 0.550 3.665 0.519
H -3.251 1.052 2.913 0.129
H -3.419 -0.586 3.558 0.316
H -4.892 0.616 1.152 0.499
H -5.235 -2.193 2.335 0.279
H -6.043 -1.570 0.890 0.341
H -6.394 -0.877 2.471 0.479
H -2.050 -3.213 -0.475 -0.209
H -5.009 -3.560 0.271 0.230
H -3.973 -4.794 -0.426 0.483
H -4.366 -3.357 -1.363 0.283
H -3.257 -3.448 2.332 0.225
H -1.544 -3.209 1.935 0.286
H -2.359 -4.711 1.500 0.476
H -3.353 0.923 -1.467 0.447
H -2.806 -1.829 -2.700 0.259
H -1.641 -0.509 -2.488 0.019
H -2.988 -0.336 -3.616 0.489
H -5.314 -1.403 -1.878 0.247
H -5.336 0.137 -2.730 0.484
H -5.671 0.089 -1.005 0.313
C 0.108 -4.878 -5.218 -0.863
N 1.418 -4.313 -4.942 0.050
C 2.629 -4.783 -5.635 -0.602
C 3.736 -4.044 -4.877 -0.595
N 2.984 -2.916 -4.317 0.002
C 1.694 -3.224 -4.256 0.326
S 0.493 -2.258 -3.440 -0.335
H -0.243 -4.569 -6.203 0.342
H -0.594 -4.549 -4.458 0.301
H 0.184 -5.963 -5.189 0.305
H 2.577 -4.494 -6.687 0.335
H 2.709 -5.865 -5.565 0.403
H 4.538 -3.703 -5.526 0.347
H 4.148 -4.650 -4.068 0.322
H 3.375 -2.255 -3.660 0.220
C 5.510 1.036 0.978 -0.765
C 4.168 0.401 1.417 -0.210
N 3.069 1.329 1.177 0.104
C 3.066 1.746 -0.222 0.677
C 4.326 2.591 -0.529 -1.001
N 5.232 2.482 0.668 -0.001
C 4.595 3.148 1.855 -0.905
C 3.204 2.495 2.043 0.085
H 5.913 0.590 0.070 0.367
H 6.273 1.010 1.753 0.327
H 4.189 0.151 2.477 0.564
H 3.990 -0.517 0.862 -0.032
H 2.167 2.321 -0.420 0.066
H 3.035 0.859 -0.852 -0.291
H 4.111 3.650 -0.665 0.317
H 4.883 2.230 -1.392 0.392
H 6.112 2.950 0.461 0.305
H 4.541 4.214 1.642 0.435
H 5.260 2.990 2.702 0.268
H 2.412 3.203 1.800 -0.357
H 3.074 2.190 3.080 0.628
```

---

DFT (the ωB97M-V functional and the def2-TZVPD basis) results for a molecular structure, C7H10F6N3O2PbSbSe2.

Summary:
- Orbital gap (spin up / spin down): 8.52 / 6.46 eV
- Spin multiplicity: 2
- LUMO energy (spin up / spin down): -4.51 / -6.52 eV
- Total charge: +1

```
32
Properties=species:S:1:pos:R:3:mulliken_spin:R:1
Pb 0.578 2.010 0.946 -0.007
O 0.053 -0.262 -2.304 -0.007
C -1.188 -0.446 -3.045 -0.006
C -2.293 -0.074 -2.068 0.036
C -3.642 -0.495 -2.667 0.003
O -3.766 0.173 -3.904 0.001
C -2.055 -0.896 -0.802 0.007
Se -0.154 -0.908 -0.378 0.015
C -2.371 1.444 -1.784 -0.044
Se -0.694 2.455 -1.762 0.996
H 0.848 -0.699 -2.759 -0.001
H -1.271 -1.493 -3.340 0.003
H -1.155 0.190 -3.926 0.001
H -4.447 -0.231 -1.973 0.001
H -3.646 -1.583 -2.797 0.000
H -4.623 -0.017 -4.299 0.000
H -2.352 -1.934 -0.938 0.000
H -2.564 -0.484 0.065 -0.003
H -2.865 1.613 -0.829 -0.003
H -2.947 1.909 -2.582 0.003
N 2.371 -1.305 -3.314 -0.001
C 3.033 -0.705 -2.576 0.001
N 3.736 -0.034 -1.673 0.000
C 2.991 0.784 -1.042 0.002
N 2.258 1.498 -0.465 0.003
F -0.807 -1.615 1.499 0.000
Sb -1.085 -0.514 3.145 0.000
F -2.821 -1.162 3.187 0.000
F -0.333 -1.888 4.123 0.000
F -1.229 0.726 4.511 0.000
F 0.667 0.150 2.659 0.000
F -1.654 0.815 1.856 0.000
```

---

DFT (the ωB97M-V functional and the def2-TZVPD basis) results for 2 unconnected molecules or ions with the total composition C3H7S in a non-equilibrium geometry.

Summary:
- Orbital gap: 6.51 eV
- Spin multiplicity: 1
- ΔE to the lowest compared entry with this formula, charge and spin: 1.161 eV
- LUMO energy: 4.03 eV
- Total charge: -1

```
11
Properties=species:S:1:pos:R:3:mulliken_charge:R:1
S 2.972 -1.039 -0.696 -0.867
H 2.159 -1.573 -1.643 -0.093
C -0.993 -0.224 -0.624 -0.831
C -0.871 0.345 0.757 -0.016
C 0.168 1.083 1.185 -0.604
H -1.988 -0.700 -0.635 0.295
H -1.124 0.573 -1.380 0.267
H -0.198 -0.884 -0.977 0.139
H -1.694 0.110 1.434 0.284
H 0.646 1.038 2.156 0.243
H 0.924 1.272 0.423 0.181
```

---

DFT (the ωB97M-V functional and the def2-TZVPD basis) results for 4 unconnected molecules or ions with the total composition C21H50N5O6 in a non-equilibrium geometry.

Summary:
- Orbital gap: 6.90 eV
- Spin multiplicity: 1
- LUMO energy: -3.54 eV
- Total charge: +1

```
82
Properties=species:S:1:pos:R:3:mulliken_charge:R:1
C 6.815 -6.355 2.551 -0.818
C 7.221 -5.169 1.443 0.592
O 8.518 -5.171 1.070 -0.527
N 6.169 -4.186 0.990 0.318
C 6.717 -3.057 0.154 0.363
C 7.542 -3.176 -1.257 -0.867
O 6.461 -1.796 0.599 -0.470
C 4.949 -4.843 0.391 -0.929
N 5.107 -5.326 -1.034 0.122
C 3.993 -6.209 -1.543 -0.596
C 2.528 -5.973 -0.855 -0.531
C 2.312 -4.527 -0.121 -0.643
C 3.677 -3.756 0.346 -0.016
O 3.549 -3.009 1.624 -0.541
H 6.485 -7.282 1.879 0.221
H 5.846 -6.010 3.115 0.287
H 7.708 -6.637 3.252 0.348
H 7.880 -4.317 -1.351 0.262
H 6.922 -2.937 -2.221 0.280
H 8.568 -2.566 -1.216 0.328
H 4.540 -5.741 1.062 0.357
H 5.095 -4.453 -1.643 0.442
H 6.027 -5.838 -1.082 0.438
H 4.327 -7.328 -1.447 0.272
H 3.859 -5.985 -2.706 0.353
H 1.733 -6.015 -1.744 0.308
H 2.229 -6.893 -0.154 0.331
H 1.632 -3.793 -0.752 0.341
H 1.691 -4.744 0.876 0.253
H 3.900 -2.935 -0.488 0.371
H 3.453 -2.018 1.409 0.256
C 0.819 -0.030 0.711 -1.063
C 2.103 0.618 1.223 0.574
C 1.879 1.998 1.883 -1.028
O 1.653 3.064 0.956 -0.416
C 0.322 3.148 0.473 -0.638
N 3.070 0.699 0.118 -0.663
H 0.466 0.410 -0.224 0.298
H 0.985 -1.097 0.516 0.008
H 0.017 0.048 1.453 0.376
H 2.516 -0.048 1.991 0.386
H 2.795 2.268 2.424 0.381
H 1.079 1.961 2.633 0.434
H -0.413 2.863 1.231 0.296
H 0.210 2.531 -0.421 0.169
H 0.131 4.184 0.179 0.364
H 3.958 1.042 0.486 0.302
H 2.759 1.454 -0.502 0.301
C -4.666 5.700 -2.510 -1.312
C -3.383 4.898 -2.712 0.282
C -2.847 4.253 -1.413 -0.120
O -2.193 5.168 -0.528 -0.290
C -3.074 5.926 0.287 -0.668
N -2.374 5.763 -3.341 -0.752
H -4.489 6.673 -2.046 0.302
H -5.148 5.894 -3.476 0.364
H -5.381 5.149 -1.891 0.233
H -3.618 4.084 -3.408 0.438
H -2.082 3.516 -1.691 0.278
H -3.631 3.696 -0.885 -0.086
H -3.961 5.356 0.580 0.241
H -3.361 6.844 -0.229 0.237
H -2.535 6.216 1.193 0.281
H -1.553 5.199 -3.563 0.274
H -2.035 6.408 -2.620 0.334
C -8.633 1.548 1.701 -1.368
C -8.389 1.717 0.203 0.342
C -6.979 1.270 -0.248 -0.806
O -5.937 2.196 0.075 -0.216
C -5.469 2.108 1.412 -0.672
N -8.657 3.114 -0.169 -0.725
H -8.147 2.322 2.299 0.274
H -9.707 1.607 1.919 0.349
H -8.280 0.572 2.049 0.336
H -9.116 1.079 -0.315 0.414
H -6.981 1.199 -1.343 0.318
H -6.736 0.267 0.124 0.388
H -5.481 1.082 1.789 0.346
H -6.061 2.760 2.058 0.243
H -4.439 2.474 1.436 0.166
H -8.588 3.200 -1.184 0.279
H -7.872 3.675 0.174 0.310
```

---

| no. | E_tot (a.u.) |
| --- | --- |
| 1 | -766.0636 |
| 2 | -2171.9150 |
| 3 | -304.6787 |
| 4 | -4022.7045 |
| 5 | -4947.6788 |
| 6 | -6422.4518 |
| 7 | -516.6697 |
| 8 | -1554.8317 |